{"formula": "C24H63N3O12", "method": "ωB97M-V/def2-TZVPD", "symbols": ["C", "O", "C", "C", "N", "C", "C", "O", "C", "H", "H", "H", "H", "H", "H", "H", "H", "H", "H", "H", "H", "H", "H", "H", "C", "O", "C", "C", "N", "C", "C", "O", "C", "H", "H", "H", "H", "H", "H", "H", "H", "H", "H", "H", "H", "H", "H", "H", "C", "O", "C", "C", "N", "C", "C", "O", "C", "H", "H", "H", "H", "H", "H", "H", "H", "H", "H", "H", "H", "H", "H", "H", "O", "C", "C", "O", "H", "H", "H", "H", "H", "H", "O", "C", "C", "O", "H", "H", "H", "H", "H", "H", "O", "C", "C", "O", "H", "H", "H", "H", "H", "H"], "xyz": [[0.80082, -4.73269, 2.54131], [0.08723, -3.91723, 3.48306], [0.12623, -2.49418, 3.37565], [1.55890, -2.15971, 3.30007], [1.59934, -0.76785, 3.48031], [2.92565, -0.18390, 3.24189], [3.00104, 1.24603, 3.75838], [4.00186, 1.81255, 3.69221], [4.02415, 3.01140, 4.41732], [0.80243, -4.36208, 1.53422], [0.34817, -5.68671, 2.48925], [1.80000, -4.78803, 3.02682], [-0.30025, -2.03151, 4.26525], [-0.50766, -2.03641, 2.68712], [2.04651, -2.41986, 2.32811], [2.26044, -2.60421, 4.04468], [1.41001, -0.57868, 4.47413], [3.27995, -0.33522, 2.16106], [3.79972, -0.57418, 3.75897], [2.58590, 1.18127, 4.69535], [2.30136, 1.83807, 3.19389], [3.66112, 3.67357, 3.62856], [5.10980, 3.08326, 4.55590], [3.35417, 3.16265, 5.30139], [-0.90662, 0.70629, 1.53212], [-1.05435, 0.98871, 0.17085], [-2.42827, 1.26770, -0.05543], [-3.28229, 0.04905, -0.17526], [-2.72861, -0.64789, -1.25103], [-3.67697, -1.50013, -2.00232], [-3.00790, -1.89080, -3.28463], [-3.66956, -2.43798, -4.22786], [-4.72158, -3.37809, -3.90785], [-1.55908, 1.32152, 2.14089], [0.14795, 0.95266, 1.80016], [-1.08970, -0.26054, 1.99309], [-2.59199, 1.75802, -1.00281], [-3.01830, 1.93415, 0.59315], [-4.31393, 0.32344, -0.34328], [-3.13068, -0.52771, 0.75975], [-2.20535, 0.05383, -1.76850], [-4.53125, -1.01393, -2.23952], [-3.97810, -2.37964, -1.38837], [-2.26209, -2.59690, -3.13692], [-2.61683, -1.02308, -3.80787], [-4.28504, -4.22165, -3.35845], [-5.13175, -3.69679, -4.81727], [-5.36204, -2.93076, -3.20809], [-0.45969, 6.85660, -1.03100], [-0.29459, 5.50117, -0.51428], [0.98347, 4.97290, -0.72454], [1.05312, 3.61214, -0.04860], [2.18101, 2.97578, -0.72791], [2.74409, 1.88402, 0.09627], [3.86466, 1.22829, -0.70230], [4.54936, 0.30720, -0.22149], [5.47161, 0.76934, 0.81654], [-1.55161, 7.15078, -0.85630], [-0.28829, 6.88156, -2.05402], [0.07749, 7.64724, -0.54111], [1.74134, 5.67112, -0.47573], [1.06838, 4.94943, -1.75585], [0.11442, 3.11141, -0.05838], [1.32570, 3.62151, 0.98969], [2.79640, 3.72784, -0.99402], [2.04382, 1.15077, 0.41752], [3.12495, 2.35850, 0.96781], [4.53447, 1.99764, -1.02960], [3.42834, 0.91736, -1.60987], [4.85801, 1.13503, 1.64054], [6.10262, 1.54275, 0.47893], [6.04595, 0.02050, 1.16121], [0.08375, -2.12958, -2.39550], [0.43633, -1.10830, -1.57462], [0.51116, -1.71715, -0.21012], [-0.82375, -2.16676, 0.10995], [-0.85390, -2.10730, -2.35848], [1.41639, -0.71079, -1.86280], [-0.20859, -0.28437, -1.59027], [0.78803, -0.86135, 0.42716], [1.18401, -2.55458, -0.06102], [-1.30475, -1.34315, 0.05729], [-1.55920, 1.27272, -3.54333], [-0.59104, 2.13061, -3.09530], [0.57902, 1.91821, -3.97316], [1.56182, 2.76766, -3.49580], [-1.72770, 1.48676, -4.47844], [-0.87615, 3.17288, -3.25158], [-0.32330, 2.10661, -1.99629], [0.26176, 2.01367, -4.95958], [1.01923, 0.97220, -3.69914], [1.62944, 2.62472, -2.55615], [-5.24909, -4.47200, -0.52322], [-4.04647, -4.47089, 0.24822], [-2.95512, -4.88782, -0.60415], [-1.70092, -4.80571, 0.07313], [-5.92611, -4.32207, 0.05254], [-3.81724, -3.47938, 0.56935], [-4.20869, -4.99374, 1.21604], [-2.80650, -4.42431, -1.58452], [-3.18679, -5.91507, -0.81462], [-1.49318, -3.88848, 0.20140]], "smiles": "COCCNCCOC.COCCNCCOC.COCCNCCOC.OCCO.OCCO.OCCO", "orbital_gap_ev": 9.394, "relative_energy_kj_mol": 871.1, "mol_weight_g_mol": 585.8, "multiplicity": 1, "lumo_energy_ev": 0.53}

***

{"formula": "C24H64BNO10PS", "method": "ωB97M-V/def2-TZVPD", "symbols": ["C", "B", "O", "C", "N", "P", "S", "C", "O", "O", "H", "H", "H", "H", "H", "H", "H", "H", "C", "C", "C", "O", "H", "H", "H", "H", "H", "H", "H", "H", "C", "C", "C", "O", "H", "H", "H", "H", "H", "H", "H", "H", "C", "C", "C", "O", "H", "H", "H", "H", "H", "H", "H", "H", "C", "C", "C", "O", "H", "H", "H", "H", "H", "H", "H", "H", "C", "C", "C", "O", "H", "H", "H", "H", "H", "H", "H", "H", "C", "C", "C", "O", "H", "H", "H", "H", "H", "H", "H", "H", "C", "C", "C", "O", "H", "H", "H", "H", "H", "H", "H", "H"], "xyz": [[-2.80885, 8.79798, -4.50539], [-3.97839, 8.13535, -3.58870], [-5.27339, 8.01813, -4.08603], [-3.54778, 7.59102, -2.11746], [-2.55356, 6.48023, -2.23968], [-1.09853, 6.76727, -1.39267], [-0.18247, 5.03994, -1.18766], [-4.82626, 7.01081, -1.33793], [-4.76159, 5.82429, -0.96394], [-5.83413, 7.74919, -1.08079], [-1.80548, 8.60431, -4.05551], [-2.86995, 8.38531, -5.54560], [-2.98875, 9.90495, -4.47835], [-5.53834, 8.79704, -4.59911], [-3.18989, 8.46854, -1.52185], [-2.39195, 6.19413, -3.20424], [-1.32717, 7.27713, -0.08928], [-0.20284, 7.63491, -2.09867], [-2.68679, 1.94135, 1.50882], [-1.68498, 2.99856, 1.94721], [-1.76990, 3.25220, 3.44623], [-1.93529, 4.20645, 1.24517], [-3.71107, 2.26400, 1.71954], [-2.62315, 1.77639, 0.43173], [-2.50840, 0.99094, 2.01919], [-0.67331, 2.67747, 1.68594], [-2.76344, 3.61851, 3.72260], [-1.05361, 4.02038, 3.74554], [-1.56374, 2.34091, 4.01503], [-2.82871, 4.50296, 1.46565], [-7.23222, 2.16318, 3.07889], [-6.19999, 1.67484, 4.08261], [-6.34146, 0.18228, 4.34224], [-6.35468, 2.38794, 5.31021], [-8.24729, 1.99910, 3.45485], [-7.12540, 3.23618, 2.91061], [-7.12767, 1.64830, 2.12183], [-5.19618, 1.88882, 3.70933], [-7.32582, -0.04970, 4.76102], [-5.60046, -0.15174, 5.07257], [-6.20957, -0.39223, 3.42239], [-7.23932, 2.20591, 5.64809], [-1.54931, -1.42976, 3.51241], [-3.03717, -1.73622, 3.46539], [-3.49294, -2.46685, 4.71885], [-3.32324, -2.53690, 2.31969], [-0.96034, -2.35033, 3.57418], [-1.23690, -0.91506, 2.60176], [-1.30303, -0.80153, 4.37144], [-3.59874, -0.80567, 3.35880], [-2.97465, -3.42536, 4.82268], [-4.56103, -2.68853, 4.66621], [-3.30348, -1.87022, 5.61404], [-2.83115, -3.36193, 2.40460], [0.79514, 2.24721, -4.29376], [0.28484, 1.01886, -3.55782], [-1.22508, 0.88649, -3.68296], [0.64180, 1.10842, -2.17980], [0.36005, 3.15991, -3.87644], [1.87881, 2.33634, -4.18683], [0.55198, 2.19929, -5.35821], [0.76571, 0.12456, -3.95880], [-1.72896, 1.75368, -3.24547], [-1.57849, 0.00667, -3.14038], [-1.52880, 0.79773, -4.72870], [0.21958, 1.89867, -1.81448], [1.47788, -2.92691, -1.53020], [2.23105, -2.94586, -2.85182], [3.71795, -3.18583, -2.63690], [2.04043, -1.70422, -3.52385], [1.84163, -2.12049, -0.88740], [0.41477, -2.74349, -1.69775], [1.58974, -3.87496, -0.99796], [1.82238, -3.72747, -3.49668], [4.15828, -2.38909, -2.03056], [4.24847, -3.18614, -3.59181], [3.89563, -4.14172, -2.13781], [2.39741, -1.00306, -2.96256], [8.14147, -4.81980, 0.04614], [7.46933, -3.99745, -1.04004], [8.45114, -3.62145, -2.13942], [6.92106, -2.81056, -0.46684], [8.94976, -4.25315, 0.52094], [7.42748, -5.07168, 0.83033], [8.55597, -5.74509, -0.35915], [6.63948, -4.56354, -1.46739], [9.26881, -3.01376, -1.73940], [7.95616, -3.02206, -2.90632], [8.87613, -4.51035, -2.61086], [7.64712, -2.30256, -0.08606], [5.11084, -9.23463, 0.22593], [6.11449, -8.18110, 0.66909], [6.02507, -7.92764, 2.16628], [5.87138, -6.96507, -0.03513], [4.08759, -8.90824, 0.43404], [5.17873, -9.39901, -0.85133], [5.28380, -10.18487, 0.73587], [7.12512, -8.50557, 0.41135], [5.03226, -7.55763, 2.43904], [6.74308, -7.16266, 2.46895], [6.22519, -8.83878, 2.73425], [4.98007, -6.66714, 0.18423]], "orbital_gap_ev": 5.812, "mol_weight_g_mol": 600.6, "total_charge": -1, "multiplicity": 1, "lumo_energy_ev": 1.72}